# 1
The following is a quantum chemistry calculation of a structure of composition CH30F3O22PSZr, from the OMol25 dataset.

```
59
Properties=species:S:1:pos:R:3:mulliken_charge:R:1
Zr -1.4159 3.1715 -3.8278 1.569
C -0.9610 -1.5802 0.6793 0.531
F -2.2144 -1.9563 0.5531 -0.203
F -0.4441 -1.9133 1.8349 -0.177
F -0.2527 -2.0594 -0.2990 -0.213
S -0.9255 0.3794 0.4824 0.937
O -1.9281 0.9621 1.3417 -0.634
O 0.4186 0.8256 0.8380 -0.613
O -1.2371 0.6452 -0.9597 -0.588
P 0.4241 5.7075 -2.3796 0.737
O -0.6626 5.9009 -3.5049 -0.402
O 1.1078 6.8441 -1.5638 -0.534
O 1.0211 4.4415 -2.9220 -0.470
O -0.6511 4.9487 -1.6605 -0.136
O -5.6017 0.9707 2.8203 -0.639
H -4.6739 1.1809 2.7139 0.337
H -5.7004 0.7863 3.7544 0.305
O -1.9291 4.1662 4.0569 -0.629
H -2.0957 3.3242 3.6332 0.326
H -1.8726 3.9585 4.9896 0.306
O -4.2385 3.2899 -2.2657 -0.493
H -4.5596 4.1452 -1.9800 0.291
H -4.9989 2.7127 -2.1962 0.279
O 1.0445 -1.5786 5.9355 -0.626
H 1.6583 -1.6050 5.2015 0.314
H 0.8360 -0.6504 6.0408 0.312
O 4.1443 -3.9239 2.7417 -0.644
H 5.0955 -4.0113 2.8038 0.308
H 3.9888 -2.9795 2.7535 0.319
O 3.7499 -0.0714 2.8859 -0.612
H 3.0512 0.3589 2.3929 0.327
H 4.2046 0.6434 3.3314 0.303
O 3.7159 -5.4229 -0.8540 -0.630
H 4.6694 -5.4051 -0.9364 0.302
H 3.5299 -4.8653 -0.0986 0.337
O -4.4278 -6.4132 2.8340 -0.638
H -4.9035 -6.6165 3.6394 0.319
H -3.8301 -5.7072 3.0800 0.319
O 1.6799 4.8491 2.2237 -0.620
H 1.5479 4.0568 1.7031 0.300
H 0.9081 4.8970 2.7878 0.321
O 0.9288 0.3752 -4.3760 -0.557
H 1.6954 0.3527 -3.8033 0.303
H 1.0219 -0.3983 -4.9321 0.269
O 0.1298 -6.7673 -2.2398 -0.629
H 0.9183 -6.2589 -2.0498 0.322
H -0.5472 -6.1097 -2.3994 0.297
O -2.9009 -2.8292 -3.6342 -0.600
H -3.2394 -3.6659 -3.3155 0.297
H -2.0319 -3.0370 -3.9776 0.311
O 4.6951 4.0429 -0.3232 -0.592
H 5.2722 3.4475 0.1549 0.300
H 3.9201 3.5176 -0.5223 0.293
O -2.8102 0.6271 -5.0321 -0.525
H -2.8232 -0.2444 -4.6363 0.312
H -3.4354 0.5718 -5.7548 0.277
O 3.6585 -0.0086 -2.1451 -0.578
H 4.5596 -0.1907 -2.4119 0.301
H 3.7173 0.1684 -1.2062 0.298
```

Properties
LUMO (eV): -4.90
HOMO energy (eV): -8.82
Gap between HOMO and LUMO (eV): 3.9
F_max (eV/Å): 6.0
E (Ha): -2797.22268
Molecular weight (g/mol): 605.49
Spin multiplicity: 1

# 2
The following is a quantum chemistry calculation of a structure of composition CH31HfO18, from the OMol25 dataset.

```
51
Properties=species:S:1:pos:R:3:mulliken_charge:R:1
Hf 10.8100 -8.4880 -10.5170 1.521
C 11.3040 -8.5970 -12.9900 1.141
O 10.2370 -8.9130 -12.4260 -0.981
O 11.6740 -8.8510 -14.2510 0.080
O 12.0590 -8.1130 -12.1390 0.046
H 11.0170 -9.3200 -14.7530 0.242
O 12.2320 -7.1030 -9.6640 -0.492
H 12.7670 -7.1130 -8.8480 0.358
H 12.5210 -6.3600 -10.2360 0.312
O 14.6480 -9.2970 -12.0000 -0.658
H 15.2110 -10.0580 -12.1740 0.246
H 15.2910 -8.6630 -11.6880 0.304
O 14.1320 -7.2740 -13.7220 -0.756
H 13.2840 -7.2570 -14.1720 0.447
H 14.0770 -8.1200 -13.2710 0.423
O 9.6030 -9.8270 -15.7540 -0.622
H 8.7680 -9.8710 -15.2680 0.303
H 9.6080 -8.8910 -15.9940 0.278
O 10.9590 -12.4650 -15.7060 -0.675
H 10.7170 -13.0020 -14.9730 0.317
H 10.4590 -11.6500 -15.7460 0.320
O 8.7200 -8.4370 -10.1770 -0.462
H 8.0500 -7.7060 -10.3130 0.335
H 8.2380 -9.0710 -9.6180 0.323
O 14.1480 -9.3350 -16.1820 -0.562
H 13.6950 -10.0660 -15.8500 0.269
H 13.5380 -9.1550 -16.8930 0.333
O 9.7890 -6.8310 -15.6190 -0.741
H 9.0860 -6.9550 -16.2530 0.324
H 9.4150 -6.9670 -14.7280 0.399
O 12.5330 -6.4140 -15.9220 -0.669
H 11.5620 -6.4390 -15.7610 0.377
H 12.7000 -7.2710 -16.3490 0.288
O 8.3470 -6.6600 -13.2480 -0.669
H 7.5820 -6.1060 -13.2450 0.255
H 7.9660 -7.4810 -13.5820 0.338
O 13.0790 -5.3590 -11.8800 -0.676
H 13.3230 -6.1710 -12.2510 0.465
H 13.9270 -5.0030 -11.6620 0.273
O 10.1970 -6.5750 -11.1940 -0.464
H 9.6130 -6.3750 -11.9250 0.226
H 9.8280 -5.9000 -10.5930 0.429
O 13.3980 -11.7590 -14.8290 -0.633
H 12.4950 -11.8820 -15.1110 0.413
H 13.8860 -12.5420 -14.9160 0.269
O 10.0990 -10.6210 -10.5750 -0.490
H 10.0500 -11.2200 -11.3930 0.335
H 9.5400 -11.1360 -9.9850 0.320
O 12.5270 -9.7570 -10.2220 -0.539
H 13.2380 -9.7400 -10.8940 0.360
H 12.5210 -10.6540 -9.8410 0.422
```

Properties
LUMO (eV): -11.51
HOMO energy (eV): -17.34
Gap between HOMO and LUMO (eV): 5.8
F_max (eV/Å): 5.2
E (Ha): -1458.15074
Total charge: +3
Molecular weight (g/mol): 509.73
Spin multiplicity: 1

# 3
The following is a quantum chemistry calculation of a cluster of 14 separate species, CH31N3O13 in total, from the OMol25 dataset.

```
48
Properties=species:S:1:pos:R:3:mulliken_charge:R:1
N 0.1049 -0.1159 0.8916 -0.070
C -0.4799 -0.9229 -0.0766 0.709
N -0.3754 -0.5694 -1.3874 0.008
N -0.9252 -2.1203 0.1556 -0.896
H -0.1366 -0.4396 1.8369 0.043
H 0.4472 0.8201 0.7225 0.153
H -1.0611 -1.0296 -1.9573 0.187
H 0.0338 0.2546 -1.7935 0.041
H -0.9908 -2.2729 1.1580 0.181
H 0.3621 1.8044 -2.7128 0.257
H -0.9853 2.1430 -1.8894 0.442
O -0.5948 1.9436 -2.7743 -0.618
H -0.1962 2.0752 3.5512 0.304
H 1.0262 2.4762 4.4950 0.311
O 0.3753 1.7859 4.2633 -0.643
H -2.2925 1.1542 -3.6765 0.331
H -1.7970 0.1403 -4.8378 0.284
O -2.3912 0.2913 -4.1050 -0.634
H -1.4066 -0.5057 3.6206 0.295
H 0.0324 -0.0216 4.1231 0.321
O -0.4463 -0.6722 3.5905 -0.675
H 1.8187 -0.7609 0.8204 0.462
H 2.4804 -0.8488 2.2737 0.221
O 2.6554 -0.8856 1.3316 -0.761
H 0.1979 -4.3627 1.5221 0.337
H -0.8225 -4.2152 2.7320 0.300
O 0.1026 -4.3119 2.4931 -0.645
H 0.7669 2.9911 -0.5813 0.248
H 2.2230 2.5209 -0.3063 0.302
O 1.3028 2.2212 -0.4311 -0.545
H 2.8135 -0.0961 -3.3287 0.288
H 1.9397 -0.6866 -2.2404 0.275
O 2.1573 0.1506 -2.6897 -0.599
H -1.4970 1.7492 0.3413 0.211
H -2.8386 1.8942 -0.5772 0.299
O -1.9353 2.1473 -0.4114 -0.617
H -4.4777 -0.5859 -2.3498 0.316
H -3.1276 -0.3481 -1.8343 0.260
O -3.9825 -0.6959 -1.5422 -0.660
H 4.0808 -1.8895 0.5669 0.379
H 3.6022 -2.1366 -0.8212 0.276
O 4.3986 -2.2655 -0.2875 -0.635
H -3.6355 -0.0942 0.3542 0.337
H -4.2767 0.5778 1.6447 0.258
O -3.5784 0.6385 0.9867 -0.617
H 3.6325 0.6249 0.3505 0.369
H 3.8622 1.0369 -1.0417 0.332
O 3.8343 1.4126 -0.1719 -0.724
```

Properties
LUMO (eV): -0.19
HOMO energy (eV): -8.68
Gap between HOMO and LUMO (eV): 8.5
F_max (eV/Å): 2.3
E (Ha): -1199.09342
Molecular weight (g/mol): 293.27
Spin multiplicity: 1

# 4
The following is a quantum chemistry calculation of a structure of composition CH32InO19, from the OMol25 dataset.

```
53
Properties=species:S:1:pos:R:3:mulliken_charge:R:1
In -0.2186 1.6937 -1.0231 1.363
C -0.0906 -0.3043 0.3469 0.466
O 0.4284 0.8857 0.6929 1.090
O 0.4724 -1.3413 0.8469 -0.737
O -0.6696 -0.2013 -0.7971 -0.231
O -1.0226 3.0687 0.5289 -0.554
H -1.8666 3.6147 0.4759 0.308
H -0.8886 2.6467 1.4439 0.257
O 1.8254 3.1307 0.0749 -0.469
H 1.7854 3.8777 0.6539 0.265
H 2.7164 2.8067 0.2429 0.280
O -2.2476 1.9297 -1.5481 -0.499
H -2.6906 1.1507 -2.0171 0.273
H -2.5566 2.7487 -1.9861 0.362
O 0.4734 -2.9393 -1.6341 -0.739
H 0.3544 -2.4303 -0.8161 0.064
H 1.2274 -3.5043 -1.4091 0.362
O -0.0556 -3.7943 1.7909 -0.665
H 0.1724 -2.9213 1.5449 0.111
H -0.8086 -4.0033 1.2209 0.320
O -2.8006 0.6647 1.3009 -0.562
H -2.9776 1.3377 1.9369 0.277
H -2.4746 -0.0753 1.8559 0.265
O -3.0396 -0.0693 -3.0981 -0.756
H -3.7156 -0.4793 -2.5271 0.354
H -2.2846 -0.6483 -3.0561 0.397
O -2.8046 -1.7773 -0.4361 -0.678
H -2.0746 -1.1553 -0.4721 0.010
H -2.9226 -1.9253 0.5019 0.360
O -1.5046 -2.2213 -3.1981 -0.727
H -2.2506 -2.7173 -2.8291 0.336
H -0.7856 -2.3083 -2.5211 0.474
O 2.1074 -1.3663 2.8909 -0.590
H 2.4974 -0.7373 3.5229 0.300
H 1.4914 -0.8863 2.3449 0.394
O -0.3806 0.9787 -3.2921 -0.431
H 0.2074 0.3867 -3.7701 0.254
H -0.9466 1.3957 -3.9491 0.287
O 1.6934 1.6747 2.7639 -0.788
H 1.2244 1.5067 1.9609 0.284
H 1.3024 1.2117 3.5049 0.337
O -0.9946 -0.7663 3.0369 -0.708
H -1.3046 -1.6463 3.3199 0.287
H -0.4916 -0.9873 2.2429 0.187
O 3.9224 1.1787 1.0139 -0.730
H 4.7294 1.2297 1.5659 0.301
H 3.1894 1.3277 1.6219 0.340
O 2.9344 -0.9323 -0.1851 -0.860
H 2.0674 -0.9163 0.3209 0.273
H 3.4594 -0.2493 0.2309 0.473
O 1.7824 1.0097 -1.7401 -0.598
H 2.5134 1.6027 -2.0701 0.324
H 2.2904 0.2457 -1.4281 0.285
```

Properties
LUMO (eV): -4.94
HOMO energy (eV): -13.11
Gap between HOMO and LUMO (eV): 8.2
F_max (eV/Å): 5.1
E (Ha): -1676.81323
Total charge: +1
Molecular weight (g/mol): 463.07
Spin multiplicity: 1

# 5
The following is a quantum chemistry calculation of a cluster of 16 separate species, CH32NO17 in total, from the OMol25 dataset.

```
51
Properties=species:S:1:pos:R:3:mulliken_charge:R:1
N 0.2921 -0.0453 0.1475 0.651
H 0.8141 0.8373 0.5355 0.152
H 0.4013 -0.8191 0.8008 0.177
H 0.6372 -0.3227 -0.7578 0.127
H -0.6836 0.2826 0.1174 0.102
C -2.9626 2.4635 -1.1118 0.429
O -2.9993 1.5841 -0.0033 -0.750
O -3.3361 2.0541 -2.3308 -0.862
O -2.5475 3.6783 -0.8691 -0.774
O 3.7944 -0.2713 -1.0283 -0.704
H 3.4886 0.6098 -0.6910 0.414
H 3.3310 -0.8920 -0.4458 0.389
O 0.6201 -4.0400 2.1523 -0.638
H 0.4328 -4.4441 2.9926 0.258
H 0.0048 -3.3304 1.9183 0.411
O 2.5648 0.8175 2.5040 -0.625
H 1.8314 0.3107 2.8036 0.336
H 2.5141 1.7424 2.6118 0.279
O -1.3540 0.4077 -2.5246 -0.395
H -1.7921 -0.4439 -2.5634 0.160
H -2.0703 1.0411 -2.4870 0.271
O 0.9922 2.1670 -2.1581 -0.471
H 0.1216 2.2158 -2.5738 0.237
H 1.5423 2.4644 -2.8528 0.226
O -1.6615 0.6952 2.3726 -0.712
H -1.1292 1.4920 2.3906 0.276
H -2.5263 0.9239 1.9696 0.284
O 1.5407 -0.5942 -3.1180 -0.554
H 0.7844 -0.0757 -3.3779 0.295
H 1.2829 -1.5259 -3.3192 0.255
O 2.3605 -2.0943 0.2580 -0.586
H 2.8946 -2.7508 0.6803 0.247
H 1.6878 -2.5893 -0.1913 0.237
O -3.1609 -0.9424 -0.1144 -0.693
H -3.1867 0.0218 -0.0582 0.357
H -3.2155 -1.2467 -1.0061 0.221
O 3.0122 2.1636 -0.1102 -0.530
H 3.4042 2.4956 0.7156 0.182
H 3.6104 2.5261 -0.7642 0.292
O -1.7668 -2.4907 1.6479 -0.647
H -2.3227 -1.9175 1.0817 0.378
H -2.0065 -2.1049 2.4660 0.309
O -1.6102 -2.2911 -2.3666 -0.623
H -0.8113 -2.6239 -1.8677 0.277
H -2.2582 -2.9536 -2.1614 0.282
O -0.2515 2.9759 0.4394 -0.668
H 0.3464 2.9672 -0.3162 0.280
H -1.1327 2.8422 0.0480 0.364
O 0.3571 -0.5595 3.3025 -0.754
H 0.5426 -0.3174 4.2260 0.269
H -0.4211 -0.0931 2.9872 0.563
```

Properties
LUMO (eV): 1.92
HOMO energy (eV): -3.53
Gap between HOMO and LUMO (eV): 5.5
F_max (eV/Å): 3.4
E (Ha): -1391.19067
Total charge: -1
Molecular weight (g/mol): 330.26
Spin multiplicity: 1